Molecular formula: C8H6
Method: DFT, ωB97M-V/def2-TZVPD

```
14
Properties=species:S:1:pos:R:3:forces:R:3:nbo_charge:R:1
C 2.87304 -0.69087 -0.23322 0.9 1.5 0.9 -0.1570
C 1.40941 1.58410 0.24902 2.2 1.0 0.6 -0.3770
C 1.52499 -0.93441 -0.01508 -1.6 0.3 0.0 -0.1051
C 2.18080 0.39847 0.05835 -0.5 -1.1 -1.2 0.0714
C 0.14730 1.37418 -0.00917 -2.9 2.6 0.2 0.1921
C 0.30709 -1.36354 0.12654 1.5 -0.8 0.1 -0.0292
C -1.15570 1.57170 -0.15585 1.6 -0.2 -0.4 -0.4525
C -0.84825 -1.96403 0.09432 1.5 0.2 -3.9 -0.4758
H 3.88515 -0.96810 -0.32511 0.8 -0.8 -0.2 0.2257
H 1.88826 2.56792 0.60283 -1.2 -1.6 -0.4 0.2520
H -1.81146 1.04525 0.48750 -0.5 -0.1 0.9 0.2323
H -1.65100 2.14441 -0.93416 0.5 -0.4 -0.4 0.2303
H -1.34451 -2.20754 0.93500 -1.8 -1.0 2.6 0.1940
H -1.16082 -2.32198 -0.92160 -0.4 0.5 1.1 0.1989
```
Positions in Å, forces in eV/Å.

Net charge ... 0
Orbital gap ... 0.2894 Ha
ΔE to the lowest compared entry with this formula, charge and spin ... 85.35 kcal/mol
Energy ... -308.1627 Ha
M ... 102.1 g mol⁻¹
E_LUMO ... 0.2 eV
Strongest force on any atom ... 4.2 eV/Å

---

Molecular formula: C36H50ClN3O6
Method: DFT, ωB97M-V/def2-TZVPD

```
96
Properties=species:S:1:pos:R:3:forces:R:3:nbo_charge:R:1
C -4.03547 -4.42021 -0.30778 0.1 0.0 -0.2 -0.6017
C -3.52871 -3.78938 -1.59910 -0.1 0.2 0.2 -0.3934
C -4.00451 -2.34454 -1.73137 0.1 -0.2 -0.3 -0.3947
C -3.51998 -1.65791 -3.01019 0.1 -0.1 0.2 -0.4027
C -2.02666 -1.30397 -3.02978 -0.3 0.3 -0.1 -0.3857
C -1.70972 0.12320 -2.58256 0.2 -0.3 0.2 -0.4153
C -1.99376 0.36278 -1.10299 -0.1 -0.2 -0.2 -0.2226
N -1.48400 1.64785 -0.67322 -0.1 0.0 -0.3 -0.6122
C -0.71643 1.79914 0.40923 0.0 0.5 -0.1 0.7040
O -0.42778 0.86088 1.14116 0.1 -0.4 0.3 -0.7009
C -0.23416 3.22066 0.75042 0.0 0.1 0.3 -0.1135
C -0.24082 4.20421 -0.42847 0.0 -0.1 -0.1 -0.4320
H -1.25613 4.42049 -0.75898 0.1 0.1 0.0 0.2403
C 0.61654 3.70087 -1.60078 -0.1 0.1 -0.3 -0.2279
N 1.64735 2.80521 -1.12101 -0.1 0.2 0.0 -0.4407
C 1.85310 1.61558 -1.72697 0.2 0.0 -0.1 0.6722
O 1.27086 1.30292 -2.75134 0.1 -0.2 -0.2 -0.6339
C 2.82481 0.70121 -1.04863 0.3 -0.4 -0.1 -0.0298
C 2.32463 -0.22615 -0.14558 -0.1 -0.1 0.1 -0.3640
C 3.17971 -1.11517 0.48819 0.0 0.1 -0.1 0.3469
C 4.56573 -1.06911 0.23490 0.2 -0.1 0.2 0.1585
C 5.05145 -0.16555 -0.71963 -0.2 0.0 0.0 0.2861
C 4.17034 0.71464 -1.35166 -0.1 0.0 0.1 -0.2776
H 4.57655 1.40623 -2.07201 0.1 0.1 -0.1 0.2269
O 6.34855 -0.01538 -1.09832 -0.2 0.2 0.1 -0.5046
C 7.30450 -1.04387 -0.89405 0.6 -0.3 -0.1 -0.0503
C 8.45044 -0.79290 -1.86408 -0.4 0.0 0.2 -0.6209
H 9.21923 -1.54849 -1.72945 0.1 -0.1 0.0 0.2102
H 8.08814 -0.82998 -2.88789 0.0 0.0 -0.1 0.2107
H 8.87943 0.18939 -1.68532 0.1 0.1 0.0 0.2096
H 7.67238 -1.01944 0.13802 -0.1 -0.1 -0.1 0.1734
H 6.85208 -2.02272 -1.07854 0.0 0.1 0.1 0.1829
O 5.45186 -1.90957 0.87298 -0.3 0.1 -0.4 -0.5276
C 5.31641 -2.08524 2.27605 0.2 -0.2 0.6 -0.0512
C 6.70338 -2.33011 2.85466 -0.3 0.1 -0.3 -0.6230
H 7.16212 -3.18238 2.36082 0.1 -0.1 0.0 0.2114
H 7.33731 -1.45941 2.70508 0.1 0.1 0.0 0.2050
H 6.62716 -2.53317 3.91936 0.0 0.0 0.1 0.2117
H 4.86797 -1.19268 2.72742 0.0 -0.1 -0.1 0.1723
H 4.66532 -2.94264 2.48051 0.1 0.2 0.0 0.1837
O 2.75155 -2.05652 1.37566 0.4 0.0 -0.2 -0.5246
C 1.36372 -2.16031 1.64354 -0.4 -0.1 0.2 -0.0683
C 1.18485 -3.25062 2.68877 0.2 0.3 -0.3 -0.6174
H 1.71163 -2.98353 3.60120 0.0 0.0 0.1 0.2092
H 1.58642 -4.19052 2.31917 0.0 -0.1 0.0 0.2120
H 0.12921 -3.37680 2.91102 -0.1 0.0 0.0 0.2137
H 0.96933 -1.20634 2.01430 0.0 -0.1 -0.1 0.1945
H 0.82703 -2.42550 0.72287 0.0 0.1 0.1 0.1737
H 1.26907 -0.23939 0.06109 -0.2 0.0 0.1 0.2502
C 2.23730 3.21893 0.12514 0.2 0.0 0.4 -0.2123
H 2.55517 4.26143 0.00968 0.1 -0.1 0.0 0.1888
C 1.21784 3.09909 1.26930 0.1 -0.1 -0.1 -0.4179
H 1.41799 3.87535 2.00908 0.0 0.1 0.0 0.2064
H 1.31738 2.12863 1.75822 0.0 0.1 0.0 0.2462
H 3.11925 2.61293 0.33242 0.0 0.2 0.0 0.2370
H 1.08113 4.55338 -2.11235 -0.1 -0.1 0.0 0.1975
H 0.03579 3.14428 -2.33946 0.1 0.1 0.1 0.2382
H 0.17349 5.14474 -0.05636 -0.1 0.0 0.0 0.2097
C -1.08761 3.76318 1.92070 -0.3 0.0 -0.3 -0.4059
C -2.61685 3.65833 1.82990 0.0 -0.1 0.6 0.0889
H -3.03764 4.42262 2.49935 0.0 -0.2 -0.1 0.1907
C -3.21271 2.28081 2.16202 0.0 0.1 -0.3 -0.5047
C -4.10789 2.07353 0.96418 0.6 0.8 0.4 0.1983
N -4.00089 3.01129 0.10465 -0.8 -0.6 -0.3 -0.0972
O -3.11588 3.96250 0.50960 0.4 0.4 0.1 -0.3791
C -4.97882 0.93274 0.76678 -0.5 -0.5 -0.2 -0.1151
C -4.93917 -0.15996 1.63368 0.1 0.3 -0.2 -0.1831
C -5.77175 -1.24433 1.43555 -0.2 -0.2 -0.1 -0.2229
C -6.65721 -1.24040 0.36900 0.2 0.2 0.1 -0.0321
C -6.71086 -0.16355 -0.50623 0.0 -0.1 0.0 -0.2449
C -5.87405 0.91357 -0.30695 0.1 0.0 0.2 -0.1166
H -5.89698 1.76052 -0.97395 -0.1 0.1 -0.1 0.2311
H -7.40278 -0.17590 -1.33360 -0.1 0.0 -0.1 0.2314
Cl -7.70282 -2.59193 0.12398 -0.1 -0.2 0.0 0.0141
H -5.73656 -2.09103 2.10274 0.0 -0.1 0.0 0.2308
H -4.24671 -0.17054 2.46090 0.1 0.0 0.1 0.2214
H -3.77765 2.28724 3.09379 0.0 0.0 0.0 0.2333
H -2.45181 1.50134 2.21762 0.0 -0.1 0.1 0.2521
H -0.82843 4.81660 2.04802 0.1 0.0 0.0 0.2155
H -0.79762 3.23419 2.83126 0.0 0.1 0.1 0.2273
H -1.76462 2.44380 -1.22101 0.1 0.1 0.1 0.4085
H -3.07181 0.32768 -0.91410 0.1 -0.1 0.1 0.1960
H -1.50027 -0.39408 -0.48876 -0.1 0.0 0.0 0.2205
H -2.29666 0.82758 -3.17785 0.0 0.1 -0.1 0.1855
H -0.65328 0.32258 -2.77380 -0.1 0.1 0.0 0.2531
H -1.46995 -2.00392 -2.40612 0.1 -0.1 0.0 0.1931
H -1.65212 -1.41335 -4.04903 0.1 -0.1 0.0 0.2114
H -4.10082 -0.74509 -3.16164 0.0 0.1 -0.1 0.1970
H -3.74056 -2.32250 -3.84888 -0.1 0.0 -0.1 0.2007
H -5.09707 -2.34355 -1.73335 0.0 0.0 0.1 0.1996
H -3.68097 -1.78266 -0.85455 0.0 0.1 0.1 0.1925
H -3.88884 -4.36792 -2.45276 0.1 0.0 -0.1 0.1937
H -2.43799 -3.82623 -1.61259 0.1 0.0 -0.1 0.1923
H -5.12268 -4.40319 -0.27745 -0.1 0.0 0.1 0.2039
H -3.66153 -3.87111 0.55427 0.0 0.0 0.1 0.1960
H -3.70550 -5.45346 -0.22773 0.0 -0.1 0.1 0.2071
```
Positions in Å, forces in eV/Å.

Net charge ... 0
Orbital gap ... 0.3062 Ha
Energy ... -2477.6799 Ha
M ... 656.3 g mol⁻¹
E_LUMO ... 0.2 eV
Strongest force on any atom ... 1.1 eV/Å

---

Molecular formula: C6HBrF2
Method: DFT, ωB97M-V/def2-TZVPD

```
10
Properties=species:S:1:pos:R:3:forces:R:3:nbo_charge:R:1
C 0.14961 0.13300 -1.47788 0.2 -0.1 0.0 -0.0207
C -1.11081 -0.21009 -1.18371 1.2 0.5 -1.7 -0.2738
C 1.34060 0.38522 -1.34563 -0.1 0.3 0.3 -0.2116
C -1.84004 -0.60195 -0.30149 -0.9 -0.4 2.4 0.4638
C 0.61403 0.75628 1.20703 4.0 3.1 -2.7 0.3754
C 0.29479 -0.31922 1.59419 -3.8 -5.3 2.0 -0.2998
F -2.93227 -0.85389 0.30193 -0.7 -0.2 -0.2 -0.2540
F 0.55174 1.93537 0.81819 -0.9 2.4 0.1 -0.2382
Br 0.65614 -2.09714 1.76945 0.5 -0.2 0.0 0.2176
H 2.27621 0.87242 -1.38208 0.5 -0.1 -0.2 0.2413
```
Positions in Å, forces in eV/Å.

Net charge ... 0
Orbital gap (spin up / spin down) ... 0.1994 / 0.2029 Ha
Multiplicity ... 3
<S²> ... 2.01
Energy ... -3002.5065 Ha
M ... 191.0 g mol⁻¹
E_LUMO (spin up / spin down) ... 0.1 / -3.8 eV
Strongest force on any atom ... 6.9 eV/Å

---

Molecular formula: C18H39BrI2NO9P2
Method: DFT, ωB97M-V/def2-TZVPD

```
72
Properties=species:S:1:pos:R:3:forces:R:3:mulliken_spin:R:1
C 0.08377 -0.33917 1.79670 -0.8 0.5 -1.1 -0.0001
C 1.02413 -0.47430 0.55237 -0.6 -0.4 1.9 -0.0003
I -0.29001 -0.48962 -1.15142 0.2 0.0 -0.2 -0.0002
C 1.88130 -1.74595 0.72510 0.0 0.9 -0.5 0.0023
I 2.84158 -1.47335 2.67626 0.1 0.2 -0.2 0.0000
C 2.87995 -2.08767 -0.40459 0.3 -0.4 0.1 -0.0298
Br 3.51482 -0.41322 -1.28289 0.0 0.1 0.3 0.0037
C 4.18259 -2.81135 0.00707 -0.5 -0.2 -1.2 0.0338
C 4.06316 -4.32144 0.29199 1.3 -0.7 1.3 0.0130
C 5.51486 -4.84496 0.37953 -0.4 0.2 0.4 -0.0053
C 3.42414 -4.71003 1.63178 -0.5 0.4 -0.4 0.0248
N 3.40180 -5.07857 -0.80422 0.2 1.9 -0.5 0.3569
O 4.19783 -5.44125 -1.73865 0.1 -0.4 0.1 0.5660
C 2.15725 -4.44136 -1.31094 -1.4 -1.2 -0.9 0.0365
C 1.89106 -5.05204 -2.70939 -0.5 0.8 0.1 -0.0098
C 0.89404 -4.82832 -0.48727 0.3 -0.1 0.0 0.0120
C 2.28968 -2.93271 -1.55933 0.6 0.0 0.3 0.0282
H 0.46151 0.38893 2.50663 0.2 -0.3 0.3 0.0000
H -0.86238 0.06944 1.44173 -0.1 0.1 0.2 0.0000
H -0.16142 -1.29999 2.24054 0.2 0.0 0.2 0.0000
H 1.60475 0.43958 0.54771 0.3 -0.1 -0.7 0.0003
H 1.17611 -2.55596 0.88650 0.2 -0.3 0.0 0.0002
H 4.80147 -2.75801 -0.89261 0.0 0.0 0.0 -0.0003
H 4.75593 -2.27810 0.75804 -0.2 -0.1 0.3 -0.0047
H 6.13658 -4.48368 -0.43135 0.0 -0.2 -0.2 0.0018
H 5.94026 -4.49981 1.32246 0.0 0.1 0.0 -0.0004
H 5.47155 -5.93042 0.41547 0.3 -0.1 -0.2 -0.0007
H 3.35391 -5.79471 1.68787 0.1 0.0 0.1 -0.0161
H 4.00807 -4.30959 2.45437 0.1 -0.1 0.0 0.0028
H 2.42614 -4.29161 1.74587 -0.1 -0.1 0.0 -0.0029
H 1.92635 -6.13579 -2.69035 0.2 -0.1 0.0 -0.0020
H 2.53205 -4.62099 -3.47225 0.3 -0.4 0.0 0.0015
H 0.87559 -4.74706 -2.97485 0.0 -0.1 -0.1 0.0002
H 0.25859 -3.96210 -0.31035 0.0 0.0 0.3 0.0008
H 0.27950 -5.50552 -1.07697 0.0 -0.1 0.0 -0.0010
H 1.13112 -5.36272 0.42735 0.0 0.2 0.2 -0.0100
H 2.99815 -2.82494 -2.38068 0.0 0.0 0.0 -0.0031
H 1.33534 -2.57200 -1.92595 0.0 0.1 0.1 0.0017
C -7.20281 4.05151 -2.25901 -0.3 0.0 0.1 0.0000
O -6.03841 3.68147 -1.49504 1.4 1.4 -2.2 0.0000
P -4.94126 2.70631 -2.21622 -0.2 -4.8 3.1 0.0000
O -5.73016 1.50131 -2.58311 0.0 0.7 -0.5 0.0000
O -4.09808 2.55638 -0.84572 0.2 -0.1 -0.2 0.0000
C -4.67590 1.83591 0.24343 -0.1 0.1 0.3 0.0000
O -3.61339 2.65079 -3.14669 -1.0 2.9 -0.2 0.0000
C -2.94736 1.39257 -3.19854 0.2 -0.6 -0.2 0.0000
H -7.58508 4.98526 -1.85308 0.1 0.0 0.1 0.0000
H -6.96530 4.19245 -3.31068 0.0 0.0 0.0 0.0000
H -7.95954 3.27635 -2.15619 0.1 -0.1 -0.1 0.0000
H -5.37929 1.08099 -0.10819 0.0 0.1 -0.1 0.0000
H -5.17690 2.52409 0.92358 0.0 0.0 0.0 0.0000
H -3.86454 1.34175 0.77692 0.1 0.0 -0.1 0.0000
H -3.48364 0.70552 -3.85055 -0.1 0.0 0.1 0.0000
H -2.83814 0.95915 -2.20519 -0.1 0.1 0.0 0.0000
H -1.95641 1.56704 -3.61611 -0.1 0.2 0.0 0.0000
C -1.25156 4.24644 -0.64312 -0.1 0.1 -0.3 0.0000
O -0.26201 4.49610 0.37619 -0.1 -3.1 0.7 0.0000
P -0.73514 4.36404 1.94941 -0.5 6.6 1.8 0.0000
O -1.83937 5.37455 1.95324 -0.1 -0.8 -0.2 0.0000
O 0.67809 4.92433 2.48841 -0.1 -0.4 0.2 0.0000
C 1.05094 6.26356 2.16590 0.2 0.1 -0.3 0.0000
O -1.05532 3.54619 3.32909 0.9 -2.5 -2.2 0.0000
C -1.32985 4.33924 4.47944 -0.2 0.3 0.4 0.0000
H -0.72860 3.95061 -1.55040 0.1 0.0 0.1 0.0000
H -1.93869 3.45515 -0.35688 -0.1 0.1 -0.1 0.0000
H -1.80875 5.16263 -0.82929 0.0 0.0 0.1 0.0000
H 0.17440 6.89447 2.01698 -0.1 -0.1 0.0 0.0000
H 1.67318 6.27513 1.27147 0.0 0.0 0.0 0.0000
H 1.62968 6.65168 3.00255 0.0 -0.1 0.0 0.0000
H -2.34097 4.73696 4.42702 0.0 0.1 -0.1 0.0000
H -0.61230 5.15120 4.58709 0.0 0.0 -0.1 0.0000
H -1.24864 3.67922 5.34199 0.1 -0.1 -0.1 0.0000
```
Positions in Å, forces in eV/Å.

Net charge ... 0
Orbital gap (spin up / spin down) ... 0.2916 / 0.3191 Ha
Multiplicity ... 2
<S²> ... 0.75
Energy ... -5293.2170 Ha
M ... 809.2 g mol⁻¹
E_LUMO (spin up / spin down) ... -0.7 / -0.7 eV
Strongest force on any atom ... 6.8 eV/Å